(1)
A molecular structure, C47H56CuN4O5P3S. Source: the OMol25 dataset; level of theory: ωB97M-V/def2-TZVPD.

## Properties
* LUMO energy (alpha / beta): 2.47 / 2.46 eV
* molar mass: 945.523 g mol⁻¹
* energy relative to the best compared isomer or geometry (same formula, charge and spin): 0.0 kcal/mol

The geometry in ORCA input format:
```
! RIJCOSX wB97M-V def2-TZVPD def2/J DEFGRID3
* xyz -1 2
Cu -1.05 0.53 0.63
O -1.29 2.56 2.78
S 0.18 2.32 2.69
O -1.79 -0.69 2.77
O 0.46 1.14 1.75
C 0.72 3.73 1.66
C 1.71 4.54 2.17
C 2.09 5.69 1.50
C 1.45 6.04 0.32
C 0.46 5.22 -0.20
C 0.09 4.04 0.45
P -1.16 2.89 -0.23
C -2.70 3.88 -0.15
C -3.89 3.32 -0.63
C -5.08 4.01 -0.53
C -5.12 5.26 0.07
C -3.95 5.82 0.57
C -2.75 5.13 0.46
C -0.76 2.77 -2.01
C 0.42 3.21 -2.61
C 0.66 2.99 -3.95
C -0.27 2.31 -4.73
C -1.42 1.82 -4.14
C -1.66 2.03 -2.79
H 2.18 4.27 3.11
H 2.87 6.33 1.90
H 1.72 6.95 -0.20
H -0.05 5.50 -1.11
H -3.89 2.33 -1.06
H -5.99 3.55 -0.90
H -6.06 5.79 0.16
H -3.98 6.78 1.06
H -1.86 5.57 0.88
H 1.17 3.71 -2.02
H 1.59 3.34 -4.39
H -0.07 2.14 -5.78
H -2.13 1.24 -4.72
H -2.52 1.56 -2.33
O -5.04 0.05 -0.06
C -3.98 0.29 0.50
O -2.84 0.30 -0.08
C -3.97 0.62 1.99
P -3.43 -0.72 3.12
C -3.84 -2.25 2.22
C -4.83 -3.07 2.75
C -5.21 -4.24 2.11
C -4.57 -4.61 0.93
C -3.56 -3.81 0.40
C -3.20 -2.63 1.04
C -0.86 -0.84 3.77
C 0.30 -1.54 3.46
C 1.29 -1.68 4.41
C 1.15 -1.12 5.67
C 0.00 -0.41 5.97
C -1.01 -0.26 5.03
H -4.99 0.89 2.28
H -3.30 1.45 2.22
H -5.31 -2.78 3.68
H -5.99 -4.86 2.53
H -4.86 -5.52 0.42
H -3.07 -4.09 -0.52
H -2.42 -2.01 0.60
H 0.41 -1.93 2.45
H 2.20 -2.22 4.16
H 1.93 -1.22 6.41
H -0.12 0.05 6.95
H -1.90 0.32 5.25
N -0.20 -0.86 -0.37
P 1.19 -1.41 -0.62
N 1.45 -2.92 0.13
C 2.67 -3.70 0.17
C 2.58 -5.00 -0.63
C 1.34 -5.80 -0.27
C 0.09 -4.92 -0.38
C 0.27 -3.69 0.50
N 1.41 -1.55 -2.29
C 2.58 -2.11 -2.93
C 3.09 -1.17 -4.03
C 1.92 -0.48 -4.74
C 0.66 -1.33 -4.62
C 0.23 -1.47 -3.16
N 2.65 -0.65 -0.22
C 3.15 -0.67 1.15
C 4.64 -0.36 1.17
C 4.90 1.00 0.54
C 4.30 1.05 -0.86
C 2.82 0.68 -0.81
H 2.87 -3.97 1.22
H 3.50 -3.09 -0.17
H 3.49 -5.59 -0.45
H 2.56 -4.76 -1.70
H 1.42 -6.16 0.76
H 1.25 -6.68 -0.91
H -0.80 -5.47 -0.08
H -0.04 -4.59 -1.42
H 0.37 -4.02 1.55
H -0.60 -3.02 0.45
H 2.35 -3.10 -3.36
H 3.36 -2.27 -2.18
H 3.70 -1.74 -4.74
H 3.74 -0.42 -3.58
H 2.16 -0.29 -5.79
H 1.72 0.49 -4.27
H 0.84 -2.31 -5.07
H -0.17 -0.88 -5.18
H -0.41 -2.35 -3.04
H -0.36 -0.61 -2.84
H 2.95 -1.65 1.59
H 2.61 0.07 1.76
H 5.18 -1.13 0.61
H 5.00 -0.39 2.20
H 5.97 1.22 0.51
H 4.43 1.78 1.16
H 4.82 0.34 -1.51
H 4.41 2.05 -1.30
H 2.39 0.67 -1.81
H 2.27 1.42 -0.22
*
```

(2)
C10H10S2 in the gas phase. Source: the OMol25 dataset; level of theory: ωB97M-V/def2-TZVPD.

## Properties
* LUMO energy: 0.74 eV
* molar mass: 194.324 g mol⁻¹
* energy relative to the best compared isomer or geometry (same formula, charge and spin): 5.2 kcal/mol
* structure (SMILES): c1ccc2c(c1)CS[C@]21CCS1

The geometry in ORCA input format:
```
! RIJCOSX wB97M-V def2-TZVPD def2/J DEFGRID3
* xyz 0 1
C -2.99 0.11 -0.55
C -2.21 1.28 -0.36
C -2.31 -1.06 -0.57
C -0.81 1.18 -0.24
C -0.92 -1.15 -0.27
C -0.19 -0.03 -0.16
C -0.15 -2.43 0.06
C 2.11 0.57 1.12
C 2.57 1.63 0.06
C 1.37 -0.30 0.09
S 1.66 -2.06 -0.03
S 2.31 0.51 -1.33
H -4.05 0.06 -0.76
H -2.80 2.19 -0.18
H -2.91 -1.97 -0.91
H -0.29 2.22 -0.29
H -0.27 -2.77 1.10
H -0.42 -3.31 -0.55
H 3.02 -0.03 1.44
H 1.66 0.98 1.99
H 1.97 2.58 0.03
H 3.68 1.81 0.30
*
```

(3)
A molecular structure, C34H33BN7P2Rh. Source: the OMol25 dataset; level of theory: ωB97M-V/def2-TZVPD.

## Properties
* LUMO energy (alpha / beta): -7.49 / -7.49 eV
* molar mass: 715.353 g mol⁻¹
* energy relative to the best compared isomer or geometry (same formula, charge and spin): 0.0 kcal/mol

The geometry in ORCA input format:
```
! RIJCOSX wB97M-V def2-TZVPD def2/J DEFGRID3
* xyz 2 1
Rh 0.84 0.59 -0.54
C 4.84 0.75 -2.29
C 3.56 0.21 -2.29
N 2.81 0.84 -1.38
N 3.58 1.77 -0.80
C 4.81 1.75 -1.34
B 2.92 2.91 0.02
N 1.71 3.40 -0.82
C 1.46 4.60 -1.35
C 0.29 4.53 -2.08
C -0.15 3.22 -1.94
N 0.72 2.56 -1.17
N 2.35 2.34 1.32
C 2.55 2.73 2.58
C 1.73 1.99 3.42
C 1.02 1.16 2.56
N 1.41 1.37 1.31
H 5.67 0.47 -2.93
H 3.14 -0.56 -2.92
H 5.57 2.44 -1.02
H 3.69 3.79 0.24
H 2.14 5.42 -1.20
H -0.19 5.32 -2.64
H -1.02 2.73 -2.34
H 3.28 3.49 2.81
H 1.65 2.05 4.49
H 0.25 0.44 2.80
C -2.16 -2.33 0.81
N -1.25 -1.37 0.18
P -1.54 0.29 -0.08
C -3.09 0.34 -1.01
C -3.42 -0.70 -1.88
C -4.64 -0.66 -2.54
C -5.49 0.42 -2.38
C -5.14 1.47 -1.54
C -3.94 1.43 -0.85
C -1.95 1.17 1.44
C -2.74 0.61 2.45
C -3.08 1.37 3.56
C -2.68 2.69 3.65
C -1.93 3.27 2.64
C -1.56 2.51 1.54
P 0.13 -1.77 -0.73
C -0.09 -3.44 -1.36
C -0.81 -3.62 -2.54
C -1.06 -4.90 -3.00
C -0.57 -6.00 -2.30
C 0.17 -5.81 -1.14
C 0.43 -4.53 -0.67
C 1.52 -1.82 0.44
C 1.36 -1.84 1.83
C 2.46 -1.99 2.65
C 3.73 -2.12 2.09
C 3.89 -2.14 0.71
C 2.79 -1.98 -0.11
H -3.19 -1.99 0.70
H -1.94 -2.45 1.87
H -2.07 -3.30 0.32
H -2.76 -1.54 -2.01
H -4.92 -1.48 -3.20
H -6.44 0.45 -2.90
H -5.81 2.31 -1.41
H -3.68 2.25 -0.18
H -3.09 -0.41 2.37
H -3.68 0.92 4.34
H -2.97 3.28 4.51
H -1.62 4.30 2.70
H -0.95 2.96 0.76
H -1.17 -2.77 -3.10
H -1.62 -5.05 -3.92
H -0.76 -7.00 -2.66
H 0.56 -6.67 -0.60
H 1.01 -4.40 0.23
H 0.37 -1.75 2.26
H 2.34 -2.00 3.72
H 4.59 -2.23 2.73
H 4.88 -2.27 0.28
H 2.91 -2.02 -1.19
*
```

(4)
C3H6N2O2 in the gas phase. Source: the OMol25 dataset; level of theory: ωB97M-V/def2-TZVPD.

## Properties
* LUMO energy: 0.67 eV
* molar mass: 102.093 g mol⁻¹
* energy relative to the best compared isomer or geometry (same formula, charge and spin): 39.9 kcal/mol
* structure (SMILES): CNC(=O)NC=O

The geometry in ORCA input format:
```
! RIJCOSX wB97M-V def2-TZVPD def2/J DEFGRID3
* xyz 0 1
C -1.35 1.63 -0.63
O 0.54 0.52 -1.46
C 0.31 0.01 -0.37
N -0.72 0.51 0.34
N 1.16 -1.03 0.00
C 1.23 -1.86 1.09
O 2.07 -2.72 1.22
H -0.68 2.26 -1.27
H -1.85 2.30 0.05
H -2.01 1.13 -1.34
H -0.99 0.07 1.24
H 1.86 -1.17 -0.72
H 0.44 -1.66 1.84
*
```

(5)
A gas-phase ion, C4H8NO (charge +1). Source: the OMol25 dataset; level of theory: ωB97M-V/def2-TZVPD.

## Properties
* LUMO energy (alpha / beta): -3.50 / -6.11 eV
* molar mass: 86.114 g mol⁻¹
* energy relative to the best compared isomer or geometry (same formula, charge and spin): 12.9 kcal/mol

The geometry in ORCA input format:
```
! RIJCOSX wB97M-V def2-TZVPD def2/J DEFGRID3
* xyz 1 3
C -0.10 0.89 0.06
C -1.56 0.90 -0.13
C 0.65 -0.19 -0.14
C -2.20 -0.26 0.06
N 2.14 -0.12 0.12
O -3.52 -0.22 0.00
H 0.22 1.90 0.43
H -2.04 1.77 -0.44
H 0.32 -1.21 -0.30
H -1.80 -1.24 0.25
H 2.58 -0.84 -0.43
H 2.43 -0.25 1.09
H 2.59 0.86 0.08
H -4.17 -0.81 0.57
*
```

(6)
C4H6N2Se in the gas phase. Source: the OMol25 dataset; level of theory: ωB97M-V/def2-TZVPD.

## Properties
* LUMO energy (alpha / beta): 0.78 / -1.64 eV
* molar mass: 161.066 g mol⁻¹
* energy relative to the best compared isomer or geometry (same formula, charge and spin): 36.9 kcal/mol

The geometry in ORCA input format:
```
! RIJCOSX wB97M-V def2-TZVPD def2/J DEFGRID3
* xyz 0 3
C -2.01 0.07 0.38
C -2.01 -1.26 0.01
C -0.02 -0.48 0.14
C 2.32 1.54 -0.22
N -0.78 0.54 0.45
N -0.74 -1.67 -0.01
Se 1.81 -0.31 0.00
H -2.84 0.77 0.34
H -2.76 -2.02 -0.23
H 2.29 1.69 0.83
H 3.46 1.49 -0.42
H 1.74 2.14 -0.84
H -0.46 -2.51 -0.42
*
```

(7)
C12H8 in the gas phase. Source: the OMol25 dataset; level of theory: ωB97M-V/def2-TZVPD.

## Properties
* LUMO energy: -0.29 eV
* molar mass: 152.196 g mol⁻¹
* energy relative to the best compared isomer or geometry (same formula, charge and spin): 6.0 kcal/mol
* structure (SMILES): C1=Cc2cccc3cccc1c23

The geometry in ORCA input format:
```
! RIJCOSX wB97M-V def2-TZVPD def2/J DEFGRID3
* xyz 0 1
C 0.63 2.39 -0.06
C -0.72 2.34 -0.03
C -1.23 0.96 -0.03
C -2.40 0.30 -0.02
C -2.40 -1.09 0.04
C -1.25 -1.81 -0.02
C 0.00 -1.14 -0.08
C 1.28 -1.76 -0.06
C 2.46 -1.04 -0.01
C 2.41 0.35 0.10
C 1.19 0.99 0.01
C -0.02 0.22 -0.06
H 1.24 3.27 0.04
H -1.37 3.18 -0.07
H -3.35 0.81 0.10
H -3.31 -1.63 0.17
H -1.21 -2.90 0.05
H 1.35 -2.86 -0.05
H 3.41 -1.60 -0.14
H 3.30 1.01 0.12
*
```

(8)
3 unconnected molecules or ions with the total composition C15H22N5O10PS2. Source: the OMol25 dataset; level of theory: ωB97M-V/def2-TZVPD.

## Properties
* LUMO energy: -1.12 eV
* molar mass: 527.474 g mol⁻¹
* structure (SMILES): N=P(O)(O)c1nnc(CCCc2ccccc2)nn1.O=S1(=O)OCCO1.O=S1(=O)OCCO1

The geometry in ORCA input format:
```
! RIJCOSX wB97M-V def2-TZVPD def2/J DEFGRID3
* xyz 0 1
N -3.62 -1.68 5.32
P -2.66 -1.82 4.05
O -1.62 -3.20 4.16
O -3.56 -2.00 2.58
C -1.46 -0.32 3.88
N -1.63 0.40 2.71
N -0.78 1.39 2.57
C 0.13 1.53 3.61
C 1.21 2.72 3.40
C 2.67 2.07 3.17
C 2.66 0.60 2.52
C 2.01 0.54 1.05
C 2.40 1.61 0.00
C 1.82 1.65 -1.43
C 0.79 0.57 -1.88
C 0.37 -0.51 -0.84
C 0.96 -0.54 0.62
N 0.27 0.82 4.80
N -0.58 -0.17 4.94
H -4.60 -1.69 4.99
H -0.70 -2.89 3.97
H -2.87 -1.83 1.89
H 0.90 3.42 2.54
H 1.27 3.35 4.38
H 3.39 2.74 2.58
H 3.14 1.95 4.22
H 3.77 0.31 2.38
H 2.23 -0.21 3.22
H 3.17 2.40 0.34
H 2.10 2.45 -2.19
H 0.34 0.57 -2.94
H -0.39 -1.29 -1.21
H 0.60 -1.34 1.35
C 3.41 -0.64 -6.49
C 2.88 0.67 -5.93
O 2.65 0.41 -4.55
S 3.73 -0.68 -4.02
O 4.81 0.03 -3.38
O 3.03 -1.75 -3.39
O 4.25 -1.18 -5.47
H 2.60 -1.35 -6.67
H 3.97 -0.50 -7.41
H 1.97 0.99 -6.42
H 3.63 1.46 -6.00
C -4.94 -1.37 -0.15
C -5.39 -1.02 -1.56
O -4.54 0.05 -1.96
S -3.08 -0.15 -1.28
O -2.22 -0.79 -2.23
O -2.73 1.06 -0.60
O -3.52 -1.25 -0.17
H -5.33 -0.66 0.58
H -5.24 -2.38 0.14
H -6.44 -0.71 -1.59
H -5.24 -1.85 -2.24
*
```

(9)
2 unconnected molecules or ions with the total composition C4H6NO5S. Source: the OMol25 dataset; level of theory: ωB97M-V/def2-TZVPD.

## Properties
* LUMO energy (alpha / beta): 3.08 / 3.01 eV
* molar mass: 180.161 g mol⁻¹
* energy relative to the best compared isomer or geometry (same formula, charge and spin): 49.0 kcal/mol

The geometry in ORCA input format:
```
! RIJCOSX wB97M-V def2-TZVPD def2/J DEFGRID3
* xyz -1 1
C 0.08 -2.22 0.42
C -0.48 0.09 0.54
C -1.33 -0.69 -0.47
C 1.69 -0.78 1.49
N 0.54 -0.97 0.73
O -1.28 2.58 -1.51
O 0.57 -3.33 0.59
O 0.56 3.64 -2.83
O -1.06 -2.06 -0.34
O 1.02 2.21 -0.79
S 0.09 3.16 -1.51
H 0.13 0.89 0.14
H -0.81 0.19 1.51
H -2.33 -0.67 -0.32
H -1.09 -0.30 -1.58
H 1.59 0.07 2.12
H 2.12 -1.82 1.79
*
```

(10)
A molecular structure, C8H16AsBiF6N2O3. Source: the OMol25 dataset; level of theory: ωB97M-V/def2-TZVPD.

## Properties
* LUMO energy (alpha / beta): -10.80 / -14.37 eV
* molar mass: 586.117 g mol⁻¹
* energy relative to the best compared isomer or geometry (same formula, charge and spin): 0.0 kcal/mol

The geometry in ORCA input format:
```
! RIJCOSX wB97M-V def2-TZVPD def2/J DEFGRID3
* xyz 3 2
Bi 2.10 0.23 0.79
C -0.12 4.20 -2.28
N -0.82 3.62 -1.17
C -2.09 4.18 -0.76
C -0.25 2.49 -0.49
O 0.86 2.12 -0.79
C -1.02 1.83 0.64
O -0.36 0.63 1.04
C -1.01 -0.64 0.79
C -0.17 -1.48 -0.17
O 1.03 -1.07 -0.46
N -0.61 -2.59 -0.66
C -1.94 -3.15 -0.35
C 0.23 -3.45 -1.52
H 0.11 5.24 -2.02
H -0.82 4.26 -3.13
H 0.77 3.64 -2.53
H -2.16 5.21 -1.12
H -2.22 4.13 0.32
H -2.90 3.60 -1.24
H -2.07 1.64 0.39
H -1.01 2.51 1.50
H -2.01 -0.47 0.41
H -1.07 -1.15 1.75
H -2.53 -2.49 0.27
H -1.79 -4.10 0.18
H -2.46 -3.35 -1.28
H 1.10 -2.92 -1.86
H -0.38 -3.77 -2.36
H 0.53 -4.33 -0.94
F 1.48 -0.93 2.34
As 3.57 -2.31 2.57
F 2.55 -3.41 1.80
F 3.49 -1.48 0.86
F 5.04 -3.03 2.40
F 4.01 -0.75 3.01
F 2.96 -2.66 4.07
*
```

(11)
A molecular structure, C5H6FeO4. Source: the OMol25 dataset; level of theory: ωB97M-V/def2-TZVPD.

## Properties
* LUMO energy (alpha / beta): -4.08 / -5.73 eV
* molar mass: 185.944 g mol⁻¹
* energy relative to the best compared isomer or geometry (same formula, charge and spin): 0.0 kcal/mol

The geometry in ORCA input format:
```
! RIJCOSX wB97M-V def2-TZVPD def2/J DEFGRID3
* xyz 1 6
O -0.20 1.09 0.58
O -2.06 0.42 -0.36
C -3.13 -0.46 -0.22
C -4.36 -0.02 -0.45
C -0.92 0.16 0.22
H -2.88 -1.44 0.18
H -0.78 -0.87 0.59
H -5.20 -0.68 -0.23
H -4.58 1.03 -0.63
Fe 1.59 1.46 0.84
O 2.97 1.41 -0.47
O 3.00 0.32 1.44
C 3.48 0.37 0.20
C 4.10 -0.69 -0.42
H 4.51 -1.50 0.19
H 4.45 -0.60 -1.45
*
```

(12)
A molecular structure, C12H24F2HfO4. Source: the OMol25 dataset; level of theory: ωB97M-V/def2-TZVPD.

## Properties
* LUMO energy: -11.28 eV
* molar mass: 448.806 g mol⁻¹
* energy relative to the best compared isomer or geometry (same formula, charge and spin): 30.2 kcal/mol

The geometry in ORCA input format:
```
! RIJCOSX wB97M-V def2-TZVPD def2/J DEFGRID3
* xyz 2 1
Hf -1.24 23.06 20.65
F -1.20 23.79 22.77
F -0.54 21.20 21.70
C 0.39 19.42 19.16
C 0.91 20.76 18.75
O 0.53 21.81 19.32
C 1.72 20.83 17.51
H 0.38 19.37 20.25
H 0.94 18.64 18.64
H -0.63 19.32 18.79
H 1.98 21.84 17.19
H 1.23 20.27 16.71
H 2.72 20.39 17.57
C -2.28 16.80 19.50
C -2.74 18.19 19.89
O -3.21 18.91 19.03
C -2.71 18.49 21.39
H -2.68 16.14 20.27
H -1.19 16.72 19.47
H -2.58 16.48 18.50
H -1.78 18.97 21.70
H -2.76 17.59 22.00
H -3.58 19.11 21.59
C -5.27 22.08 23.09
C -3.79 21.86 22.92
O -3.22 22.13 21.86
C -3.07 21.15 24.02
H -5.40 22.71 23.97
H -5.85 21.17 23.15
H -5.61 22.62 22.20
H -3.15 21.66 24.98
H -2.04 20.93 23.77
H -3.51 20.16 24.11
C 2.31 19.37 23.33
C 1.20 18.40 23.01
O 1.26 17.62 22.07
C -0.05 18.44 23.84
H 2.58 19.43 24.39
H 2.02 20.33 22.90
H 3.18 19.10 22.73
H -0.55 19.41 23.87
H 0.04 18.02 24.84
H -0.83 17.86 23.34
*
```